1.
Below is C16H22AgAsBClF3N5S as an isolated structure, with properties calculated with wB97M-V/def2-TZVPD.

E_HOMO = -0.0805 hartree
Energy above the lowest of the compared OMol25 structures with the same formula, charge and spin = 0.0 kcal per mole
Total energy = -121426.417 eV

Structure (ORCA input):
```
! wB97M-V def2-TZVPD RIJCOSX def2/J DEFGRID3
* xyz -2 1
Ag -0.6689 -0.6856 -2.3244
F 5.1200 2.4921 -0.9447
C 4.1535 2.0898 -1.8202
F 4.8151 1.4389 -2.7953
F 3.6783 3.2309 -2.3605
C 3.1045 1.2652 -1.1391
C 3.1989 1.0621 0.2262
C 2.2407 0.3173 0.8931
C 1.2125 -0.2099 0.1333
N 1.1147 -0.0355 -1.1867
C 2.0229 0.7093 -1.8739
S 1.7670 0.9267 -3.5541
H 4.0294 1.4911 0.7708
H 2.2621 0.1333 1.9579
H 0.4255 -0.7891 0.6092
B -0.5356 -1.9522 4.3665
N -1.5206 -2.1003 3.1642
C -2.5934 -2.9097 3.1001
C -3.2094 -2.7267 1.8763
C -2.4142 -1.7552 1.2480
N -1.4047 -1.3880 2.0283
N 0.8736 -2.4854 3.9516
C 1.1563 -3.7466 3.5839
C 2.5004 -3.8270 3.2786
C 2.9594 -2.5176 3.4930
N 1.9785 -1.7192 3.8999
H -0.9790 -2.6802 5.2438
H -0.4307 -0.8046 4.7202
H -2.8349 -3.5542 3.9298
H -4.0934 -3.2117 1.4965
H -2.5309 -1.3153 0.2668
H 0.3781 -4.4930 3.5587
H 3.0529 -4.6875 2.9389
H 3.9551 -2.1197 3.3612
C -3.0399 3.4105 -1.6425
As -1.4297 2.3764 -2.1200
C -1.6751 2.4818 -4.0593
C -0.1401 3.8509 -1.9599
H -3.0921 4.3426 -2.2105
H -3.0298 3.6357 -0.5757
H -3.9158 2.7989 -1.8604
H -1.8988 3.5063 -4.3679
H -2.4912 1.8167 -4.3403
H -0.7534 2.1397 -4.5276
H -0.4970 4.7415 -2.4828
H 0.8035 3.5193 -2.3952
H 0.0205 4.0863 -0.9072
Cl -3.9166 -0.3854 -2.9441
C -2.4655 -1.5410 -3.0671
H -2.4534 -1.8081 -4.1236
H -2.8092 -2.4150 -2.5138
*
```


2.
Below is C32H82F6IO24Zn as an isolated structure in a non-equilibrium geometry, with properties calculated with wB97M-V/def2-TZVPD.

E_HOMO = -0.2489 hartree
Total energy = -156479.074 eV

Structure (ORCA input):
```
! wB97M-V def2-TZVPD RIJCOSX def2/J DEFGRID3
* xyz -1 1
Zn 1.1067 2.1960 0.6426
C 2.4268 1.1753 3.0589
O 1.7732 1.7805 4.2179
O 2.4050 1.8996 1.9551
C 3.9278 1.0310 3.5119
F 4.5971 0.2938 2.6382
F 4.5795 2.2084 3.5312
F 4.1769 0.4066 4.6942
C 1.1625 0.8450 5.0935
C 0.4081 1.6808 6.1875
H 0.1079 1.1179 7.0550
H 0.9874 2.5461 6.5114
H -0.5167 2.1314 5.7666
H 1.7537 0.1390 5.5735
H 0.4370 0.2625 4.4903
H 1.9760 0.1638 2.9209
C -0.1622 4.6009 1.4593
O 0.2122 4.3170 2.7710
O -0.2481 3.5208 0.6791
C -1.4638 5.4200 1.5358
F -2.4968 4.7354 1.9525
F -1.4050 6.4525 2.4314
F -1.8609 5.9506 0.3769
C 1.2337 5.0222 3.3705
C 0.7730 5.3838 4.6903
H -0.0894 6.1287 4.6680
H 0.3912 4.5126 5.2320
H 1.5394 5.7249 5.3979
H 1.3699 5.9551 2.7973
H 2.1216 4.4227 3.2811
H 0.6189 5.3093 1.0279
I 0.4610 0.3447 -1.1078
C -3.1346 -5.3751 1.8887
C -2.2931 -4.9871 3.1221
C -1.4216 -6.1433 3.6896
O -1.3991 -3.9617 2.8232
H -2.4899 -5.7117 1.0586
H -3.6196 -4.4308 1.5366
H -3.9312 -6.0887 2.0773
H -3.0455 -4.6127 3.9510
H -0.7535 -6.4931 2.8881
H -2.0694 -6.9363 4.1116
H -0.8475 -5.8674 4.5302
H -1.6267 -3.1487 3.2848
C -3.8066 4.5554 -2.3591
C -3.1727 3.5247 -1.4795
C -3.6078 2.0488 -1.6517
O -1.7449 3.6383 -1.7190
H -3.6368 5.5633 -1.9919
H -4.9163 4.4200 -2.3162
H -3.4704 4.4173 -3.4310
H -3.3369 3.8516 -0.4685
H -3.5194 1.7354 -2.7672
H -4.6438 1.8229 -1.4198
H -2.8752 1.3869 -1.1010
H -1.2642 3.2186 -0.9830
C -1.8266 0.9457 2.2754
C -1.8574 -0.6063 2.0886
O -1.6515 -1.3067 3.2598
O -0.4598 1.3505 2.5047
H -2.4265 1.2348 3.1932
H -2.2784 1.4622 1.4069
H -1.0440 -0.8507 1.3294
H -2.8097 -0.9545 1.6488
H -0.7717 -1.2015 3.6192
H -0.4994 2.2705 2.7676
C -1.0011 0.9401 -5.3249
C 0.4861 1.0110 -5.7482
O 1.2830 1.0512 -4.5866
O -1.1630 -0.2271 -4.5435
H -1.5819 0.7799 -6.2222
H -1.2767 1.7775 -4.7645
H 0.6264 1.9839 -6.2810
H 0.7968 0.1968 -6.3694
H 1.1619 1.9327 -4.2201
H -0.4663 -0.1643 -3.8822
C 0.4695 4.9928 -3.8298
C 0.8974 5.6123 -2.5468
O 2.1099 5.2027 -2.1140
O 0.1891 3.5779 -3.7767
H 1.2739 5.0488 -4.6121
H -0.3592 5.5743 -4.2995
H 0.1111 5.4181 -1.8336
H 0.9507 6.6621 -2.7293
H 2.0588 4.2957 -1.6883
H -0.3801 3.3288 -3.0400
C 4.8532 -1.7081 -2.2828
C 3.7155 -1.5544 -3.2802
O 3.6741 -0.1871 -3.6124
O 4.7568 -0.6835 -1.2380
H 5.9133 -1.5768 -2.6012
H 4.6473 -2.6261 -1.7371
H 2.8309 -1.9591 -2.7825
H 3.9041 -2.0601 -4.2957
H 2.7576 0.1286 -3.7768
H 4.5475 0.1190 -1.7223
C 1.3663 -6.4439 -1.4214
C 2.9218 -6.2432 -1.2245
O 3.4765 -5.7953 -2.4487
O 0.6624 -6.1331 -0.2457
H 1.1794 -7.4847 -1.6122
H 1.0221 -5.8957 -2.2893
H 3.5053 -7.1008 -0.9313
H 3.0630 -5.5100 -0.4282
H 2.9086 -5.1056 -2.7772
H 0.8780 -5.2828 0.1341
C -1.9948 -2.9175 -2.4978
C -1.6875 -3.7603 -1.2409
O -1.7131 -5.1236 -1.6440
O -2.6040 -1.6819 -1.9960
H -2.7262 -3.4884 -3.0719
H -1.1485 -2.7321 -3.1717
H -2.3612 -3.5231 -0.4563
H -0.6972 -3.5740 -0.8739
H -1.1484 -5.6990 -1.0510
H -2.4909 -0.9403 -2.6532
C 2.4965 -2.4013 0.6527
C 1.4980 -2.5546 1.7493
O 1.0165 -3.8942 1.5800
O 1.9154 -2.7061 -0.6013
H 3.2999 -3.1060 0.8371
H 2.8572 -1.3470 0.7239
H 0.6470 -1.8434 1.5805
H 1.9389 -2.3848 2.7415
H 0.1551 -4.0577 1.9841
H 1.3873 -1.9596 -0.9667
C -6.5047 -3.7438 -1.4436
C -5.7373 -2.4204 -1.5543
O -4.9624 -2.1650 -0.4894
O -7.5377 -3.7748 -2.4474
H -6.9673 -3.8836 -0.4769
H -5.8517 -4.5907 -1.5188
H -6.5479 -1.7108 -1.7493
H -5.1748 -2.3883 -2.5072
H -4.1021 -1.7371 -0.7339
H -7.3274 -4.5213 -3.0336
C 5.0651 2.6761 0.3760
C 3.7837 2.3047 -0.4748
O 2.7688 3.2416 -0.3347
O 4.9994 4.0804 0.7122
H 5.9568 2.4758 -0.2188
H 5.1267 2.0622 1.2849
H 3.5102 1.2872 -0.2030
H 4.1319 2.1511 -1.5064
H 3.0974 4.0045 0.2254
H 4.8113 4.0049 1.6762
*
```


3.
Below is a 2-piece molecular cluster, C3H12NO2 overall in a non-equilibrium geometry, with properties calculated with wB97M-V/def2-TZVPD.

E_HOMO = -0.5495 hartree
Energy above the lowest of the compared OMol25 structures with the same formula, charge and spin = 4.8 kcal per mole
Total energy = -8884.665 eV

Structure (ORCA input):
```
! wB97M-V def2-TZVPD RIJCOSX def2/J DEFGRID3
* xyz 1 1
C -0.7404 0.5771 -0.4256
C 0.1107 -0.5788 -0.8796
C -0.7938 -1.7163 -1.3076
O 0.9084 -0.9817 0.2415
N 0.0964 1.7104 0.1078
H -1.3851 0.2648 0.3769
H -1.2679 0.9704 -1.2918
H 0.7478 -0.2910 -1.7049
H -1.5688 -1.3772 -2.0019
H -0.1830 -2.4937 -1.7508
H -1.3412 -2.1164 -0.4570
H 1.8458 -1.0313 0.0051
H 0.4755 1.4615 1.0666
H 0.8353 2.1006 -0.4717
H -0.5410 2.4796 0.3168
H 0.8318 -0.3338 2.3132
H 1.2096 0.7433 3.3528
O 0.7600 0.6125 2.5103
*
```


4.
Below is C17H11BiI2N5O as an isolated structure, with properties calculated with wB97M-V/def2-TZVPD.

E_HOMO = -0.4144 hartree
Total energy = -49338.478 eV

Structure (ORCA input):
```
! wB97M-V def2-TZVPD RIJCOSX def2/J DEFGRID3
* xyz 1 1
Bi 0.7863 -1.1099 0.9348
I -6.1467 0.0286 -2.3454
C -4.3505 -0.6491 -1.5645
C -4.3273 -1.7885 -0.7690
C -3.1271 -2.2441 -0.2407
I -3.1110 -3.9232 0.9758
C -1.9466 -1.5624 -0.5133
O -0.7600 -2.0267 -0.0349
C -1.9739 -0.4104 -1.2947
C -0.7018 0.3339 -1.5782
N -0.0217 0.7336 -0.3099
C 1.0672 1.7146 -0.5157
C 2.2685 1.0216 -1.1047
C 3.1056 1.5916 -2.0407
C 4.2035 0.8648 -2.4802
C 4.4312 -0.4071 -1.9784
C 3.5464 -0.9114 -1.0469
N 2.4888 -0.2075 -0.6232
C -3.1780 0.0419 -1.8213
H -5.2429 -2.3219 -0.5536
H -0.9232 1.2415 -2.1425
H 0.0069 -0.2571 -2.1641
H -0.7074 1.1559 0.3157
H 1.3210 2.1342 0.4603
H 0.7325 2.5314 -1.1556
H 2.9036 2.5853 -2.4179
H 4.8763 1.2890 -3.2138
H 5.2732 -1.0010 -2.3033
H 3.6795 -1.9004 -0.6225
H -3.1947 0.9369 -2.4310
N 0.2006 0.4418 2.4501
C 0.0165 0.4046 3.6214
C -0.1675 0.3618 4.9578
C 1.0089 0.1663 5.7535
N 1.9706 -0.0271 6.3546
C -1.4730 0.5175 5.5096
N -2.5340 0.6509 5.9324
*
```


5.
Below is C17H18N3O4Pd as an isolated structure, with properties calculated with wB97M-V/def2-TZVPD.

E_HOMO (alpha / beta) = -0.2043 / -0.2153 hartree
Energy above the lowest of the compared OMol25 structures with the same formula, charge and spin = 5.4 kcal per mole
Total energy = -34059.976 eV
<S²> = 2.00

Structure (ORCA input):
```
! wB97M-V def2-TZVPD RIJCOSX def2/J DEFGRID3
* xyz -1 3
Pd -0.3078 -0.9851 -0.1786
C 3.2082 -1.0279 1.3950
C 2.4073 -2.2660 1.0156
C 3.2602 -3.5256 1.0302
O 1.9205 -2.0263 -0.3108
C 1.2398 -2.3910 2.0498
O 1.4602 -3.0239 3.0789
O 0.1604 -1.7675 1.7725
H 4.0975 -0.9422 0.7671
H 3.5062 -1.0902 2.4408
H 2.5854 -0.1448 1.2453
H 4.0997 -3.4215 0.3392
H 2.6626 -4.3916 0.7355
H 3.6304 -3.7014 2.0372
H 1.4395 -2.8088 -0.6143
N -0.1306 8.9515 -0.9233
C -0.1032 7.8010 -0.8900
C -0.0678 6.3762 -0.8521
C -0.2270 5.6980 0.3599
C -0.1854 4.3207 0.3917
C 0.0190 3.5772 -0.7817
C 0.1643 4.2689 -1.9928
C 0.1237 5.6466 -2.0286
C 0.0724 2.1587 -0.7262
C 0.2020 0.9458 -0.6969
H -0.3846 6.2640 1.2685
H -0.3105 3.7864 1.3236
H 0.3072 3.7020 -2.9024
H 0.2389 6.1778 -2.9643
N -2.8521 -2.2363 -0.4515
C -4.1849 -2.2460 -0.5062
C -4.6795 -0.9522 -0.3331
C -3.5397 -0.1752 -0.1653
N -2.4634 -0.9636 -0.2444
H -1.4700 -3.1537 -0.8248
H -4.7236 -3.1668 -0.6700
H -5.7091 -0.6354 -0.3222
H -3.4420 0.8875 -0.0099
C -0.4076 -4.7488 -0.3404
O -0.5270 -3.4833 -0.9661
H -1.2170 -5.4179 -0.6480
H -0.4073 -4.6680 0.7515
H 0.5348 -5.2016 -0.6584
*
```